179
Properties=species:S:1:pos:R:3:forces:R:3 method="wB97M-V/def2-TZVPD" e_tot_ev=-206157.493 e_homo_ev=-10.0 multiplicity=1 gap_ev=10.472 mol_weight_g_mol=1398.9 fmax_ev_per_a=2.03
C 0.64371 -1.67989 -4.36477 -0.590 0.399 0.379
Cl -0.25936 -2.68429 -5.51722 0.227 0.193 0.130
Cl 2.38543 -1.72712 -4.58470 0.242 -0.212 -0.078
H 0.34223 -0.63899 -4.45518 -0.083 -0.072 -0.330
H 0.38919 -1.99959 -3.35714 0.163 -0.245 -0.042
C -3.17693 -1.96053 2.58626 0.268 0.370 0.079
Cl -4.35218 -1.48445 3.81806 0.072 0.151 0.133
Cl -3.48607 -3.58941 2.04953 -0.278 -0.689 -0.415
H -3.27638 -1.27235 1.75197 0.003 -0.079 -0.008
H -2.15840 -1.95466 2.96466 -0.138 0.221 0.179
C 0.66846 3.21412 5.27733 -0.868 0.588 0.757
O 0.20955 1.88064 5.05062 -0.670 0.851 -0.457
P -1.36547 1.63539 5.08090 -1.137 0.232 -0.158
O -1.95192 1.93797 6.39139 0.096 -0.056 -0.535
O -1.53174 0.16161 4.51924 0.371 0.908 0.052
C -0.92119 -0.97704 5.13224 0.004 -0.143 0.600
O -1.97649 2.54094 3.89457 0.055 -0.777 1.134
C -1.51759 2.37669 2.56682 1.171 0.396 -1.013
H 0.70264 3.77465 4.34495 0.384 -0.125 -0.083
H 1.59270 3.20835 5.84869 0.294 -0.264 -0.465
H -0.03585 3.73821 5.93280 -0.084 -0.070 -0.092
H -1.72889 -1.65238 5.41049 0.077 -0.176 -0.197
H -0.38387 -0.73026 6.05057 -0.126 0.219 -0.036
H -0.21589 -1.43376 4.44210 -0.238 -0.041 -0.183
H -1.03219 3.30206 2.23917 -0.318 0.091 0.183
H -2.31577 2.16816 1.85416 -0.231 -0.105 0.507
H -0.76160 1.59688 2.43862 -0.398 0.009 0.464
C -1.04118 0.69837 -1.86446 -0.193 -0.828 -1.461
O -1.21609 0.54716 -0.46751 0.479 0.598 1.283
P -0.09987 -0.17174 0.41398 0.843 -1.141 -0.815
O -0.33164 -0.29163 1.86079 -0.218 0.136 -0.845
O 1.26808 0.55424 -0.00563 -0.949 -0.061 0.405
C 2.35790 0.49247 0.92193 0.403 -0.893 0.158
O 0.09399 -1.57942 -0.34045 0.034 0.956 -0.070
C -0.88211 -2.59125 -0.14782 -0.771 -1.280 0.574
H -0.02607 0.88629 -2.21959 0.152 0.201 0.564
H -1.69185 1.47557 -2.26106 -0.051 0.143 0.427
H -1.35922 -0.23365 -2.34287 -0.035 0.016 -0.008
H 2.42966 1.38939 1.53228 0.082 0.221 -0.327
H 3.24460 0.27331 0.33141 0.099 0.511 0.020
H 2.27681 -0.34919 1.61588 -0.406 -0.014 -0.077
H -0.44693 -3.37014 0.48071 -0.021 0.011 -0.030
H -1.24529 -3.04549 -1.07176 0.553 0.409 -0.265
H -1.80848 -2.28776 0.34316 0.284 0.552 0.092
C -6.10746 6.16163 -1.42489 -0.425 1.026 -0.628
O -6.19976 4.97288 -2.19985 1.368 -1.123 -0.244
P -4.94841 3.97419 -2.35126 -0.537 -0.115 1.009
O -5.18399 2.85633 -3.26483 -0.081 0.496 0.092
O -3.69223 4.88571 -2.73967 -0.429 0.237 0.166
C -2.61928 4.34011 -3.49431 0.633 -0.698 -0.263
O -4.67904 3.55867 -0.81507 -0.505 0.345 -0.676
C -3.40676 3.15048 -0.32928 0.873 0.521 -0.220
H -6.56677 6.94183 -2.04002 -0.076 -0.068 0.129
H -5.08526 6.50399 -1.27517 -0.001 -0.357 0.260
H -6.69261 6.08572 -0.51052 0.308 -0.251 0.123
H -2.34843 4.96562 -4.34408 -0.313 0.273 0.118
H -2.87330 3.34628 -3.86875 -0.170 0.072 0.016
H -1.72279 4.22517 -2.87962 -0.188 0.222 0.183
H -3.04249 3.89167 0.38469 -0.220 -0.089 0.176
H -2.64700 3.14163 -1.11548 -0.154 -0.180 -0.085
H -3.42207 2.16758 0.13432 -0.392 -0.007 -0.151
C 1.24603 8.15289 1.44845 0.248 0.507 -0.489
O 0.79717 6.80029 1.45805 -0.820 -0.205 -0.335
P -0.17291 6.27871 0.29024 0.968 -0.220 0.858
O 0.23436 6.60402 -1.08177 -0.191 0.172 0.190
O -0.21661 4.73544 0.63359 -0.237 0.130 0.010
C 0.89437 3.90305 0.28753 0.787 0.196 -0.671
O -1.59347 6.78739 0.75179 0.005 -0.223 -0.173
C -2.57999 6.99195 -0.26201 0.074 1.077 -0.757
H 0.87114 8.69966 0.57916 0.200 -0.201 -0.164
H 2.33313 8.10231 1.41800 -0.034 0.289 0.012
H 0.91300 8.74058 2.30457 -0.057 -0.554 0.306
H 0.60068 3.20357 -0.49283 -0.170 -0.232 0.288
H 1.29849 3.40885 1.16737 -0.382 -0.141 0.104
H 1.72305 4.46979 -0.14413 -0.119 0.186 0.058
H -2.69724 8.07029 -0.39988 -0.253 0.006 0.361
H -3.53025 6.54838 0.01251 0.182 -0.227 0.206
H -2.23616 6.68254 -1.24969 -0.063 -0.569 0.183
C -6.27790 -3.09673 -2.46806 -0.867 -0.010 0.171
O -5.74691 -1.79633 -2.68704 0.573 0.431 -0.499
P -4.26144 -1.38247 -2.31929 0.187 0.750 0.435
O -3.17383 -2.20795 -2.88015 -0.594 0.085 0.806
O -4.19033 0.15106 -2.79656 0.049 -1.085 0.618
C -3.79958 0.39191 -4.14139 0.047 0.578 -1.211
O -4.32197 -1.27284 -0.70551 0.809 -0.160 -1.615
C -5.27852 -0.44285 -0.08026 -0.758 0.925 1.017
H -6.87561 -3.35209 -3.34418 0.275 -0.101 -0.048
H -6.98699 -3.00456 -1.63991 0.251 -0.257 0.098
H -5.53030 -3.86305 -2.26868 0.102 0.145 -0.033
H -2.75892 0.70572 -4.27802 0.157 -0.229 0.762
H -4.38202 1.23637 -4.51167 -0.240 -0.315 0.126
H -3.91428 -0.47770 -4.78779 -0.245 -0.095 0.128
H -5.88922 -1.04649 0.59282 0.035 -0.085 -0.102
H -5.93793 0.15027 -0.71885 0.151 -0.491 -0.527
H -4.79267 0.32459 0.53103 0.347 -0.304 0.006
O 3.46397 -2.65622 6.63525 -0.426 0.506 -0.043
C 4.30953 -1.83754 6.36397 0.556 -1.122 -0.191
O 4.25850 -0.99862 5.33668 0.419 0.492 0.045
C 3.02617 -0.77301 4.64736 -0.072 1.164 -0.175
C 2.15765 0.23139 5.40634 0.387 -1.641 0.206
C 5.64035 -1.81516 7.07574 -0.061 -0.034 0.015
H 2.53630 -1.70971 4.39492 -0.177 -0.018 0.266
H 3.33817 -0.30296 3.71329 0.078 -0.138 -0.053
H 1.25028 0.46183 4.85246 0.846 -0.455 0.108
H 2.68026 1.14874 5.67263 0.220 0.000 -0.389
H 1.89420 -0.24095 6.35669 -0.271 0.097 0.017
H 6.48929 -1.60308 6.42927 -0.182 0.110 -0.199
H 5.75631 -2.81124 7.49518 0.096 0.135 0.256
H 5.62917 -1.06038 7.86187 -0.031 -0.080 0.090
O 5.46510 -2.07770 0.09936 0.095 0.011 -0.478
C 4.64103 -2.72456 0.69135 0.078 0.183 1.010
O 3.61059 -3.34388 0.14201 -0.748 -0.031 -0.152
C 3.47804 -3.29685 -1.28367 0.824 -0.901 -0.843
C 2.28962 -4.13996 -1.71193 0.012 0.625 0.168
C 4.63630 -2.83869 2.20227 0.485 -0.242 -0.159
H 4.38904 -3.74878 -1.69071 0.011 0.010 0.000
H 3.47855 -2.29278 -1.70870 -0.342 0.216 0.494
H 1.36284 -3.66532 -1.38520 -0.055 -0.146 0.029
H 2.35002 -5.14863 -1.30675 0.012 -0.001 0.062
H 2.28717 -4.19531 -2.80128 -0.035 -0.037 0.001
H 4.42446 -1.84006 2.57807 -0.146 -0.099 0.202
H 5.63860 -3.09944 2.54286 0.092 0.163 -0.141
H 3.97361 -3.59869 2.60760 -0.347 0.223 -0.171
O -0.24701 -3.59593 3.33687 -0.420 0.012 -0.876
C 0.23738 -4.53584 3.90994 0.280 0.455 1.176
O 0.00573 -5.82405 3.65840 0.076 0.182 0.097
C -0.73554 -6.11724 2.46005 0.821 -1.689 -0.256
C -0.56051 -7.62072 2.18527 0.250 0.301 0.196
C 1.17257 -4.33365 5.06998 0.537 -0.161 0.187
H -0.20785 -5.62750 1.64353 -0.803 0.556 -0.051
H -1.79182 -5.91949 2.61683 0.100 0.639 -0.321
H 0.49865 -7.88711 2.17112 0.058 0.144 0.078
H -0.93047 -7.84357 1.18488 -0.265 -0.024 0.221
H -1.03160 -8.23543 2.95113 -0.177 -0.013 -0.085
H 1.63135 -5.27757 5.35503 -0.026 0.103 0.266
H 0.72236 -3.82712 5.92478 -0.510 -0.424 -0.013
H 1.95659 -3.61229 4.84674 0.095 -0.235 -0.493
O 3.64023 2.69915 -1.29110 0.853 0.006 0.950
C 3.95772 1.90410 -2.13797 -1.197 -0.220 -0.640
O 4.89438 0.96654 -2.09884 0.380 -0.567 -0.342
C 5.79563 0.85454 -1.00750 0.814 1.125 1.159
C 6.81701 2.00434 -1.01187 0.048 -0.368 0.599
C 3.17747 1.86117 -3.42723 0.534 0.045 0.538
H 6.35024 -0.07736 -1.04247 -0.417 -0.225 -0.631
H 5.23595 0.81454 -0.07250 -0.029 0.207 0.003
H 7.61245 1.80708 -0.28709 -0.018 -0.358 -0.080
H 6.42519 2.96086 -0.66896 -0.344 0.039 -0.528
H 7.29201 2.05027 -1.99048 -0.091 0.295 -0.055
H 3.74956 2.47994 -4.12099 -0.283 0.005 -0.240
H 2.22989 2.30988 -3.14970 -0.142 -0.018 -0.558
H 3.07166 0.85772 -3.82640 -0.024 0.018 -0.048
O 0.14611 1.90252 -4.83713 0.627 0.397 0.148
C -0.32140 2.76084 -5.54936 -1.238 -1.085 0.181
O 0.10818 4.00349 -5.69378 0.227 0.180 0.013
C 1.23337 4.45022 -4.94120 1.669 -0.052 1.146
C 0.94260 4.74300 -3.47238 -1.101 0.741 -0.194
C -1.60361 2.53113 -6.32222 0.294 -0.128 -0.010
H 1.62811 5.30741 -5.48147 -0.395 0.271 0.112
H 2.08117 3.76306 -4.90594 -0.447 -0.592 -0.694
H 0.16012 5.50302 -3.41488 0.017 -0.016 0.162
H 1.77184 5.15453 -2.89920 0.306 -0.047 -0.408
H 0.59159 3.88007 -2.90433 0.037 -0.217 -0.287
H -1.98117 1.52419 -6.16657 0.250 -0.055 0.127
H -1.40969 2.64154 -7.38830 -0.254 0.390 0.003
H -2.34851 3.22358 -5.93212 -0.019 0.156 -0.532
O -0.72456 -6.34689 -0.60858 0.335 -0.255 -0.154
C -0.53880 -6.26550 -1.80015 -0.425 0.982 0.115
O 0.24056 -7.07142 -2.50460 0.449 0.047 -0.706
C 1.03220 -8.05693 -1.82716 -0.007 -0.347 -0.061
C 1.96071 -8.67542 -2.86547 -0.315 0.884 -0.119
C -1.20781 -5.20991 -2.65898 -0.510 -0.304 0.293
H 0.32632 -8.78686 -1.43003 0.247 -0.055 0.344
H 1.59773 -7.56652 -1.03520 -0.147 -0.113 0.188
H 2.51757 -7.85821 -3.32971 0.052 -0.062 -0.058
H 1.35909 -9.13569 -3.64748 0.163 -0.259 0.020
H 2.69382 -9.35800 -2.44442 -0.231 -0.196 0.133
H -0.58470 -4.36600 -2.95045 0.378 -0.302 -0.031
H -2.01401 -4.78792 -2.06169 -0.107 -0.079 -0.139
H -1.61836 -5.67453 -3.55439 0.067 0.113 -0.078